{"formula": "C15H12ClNO4", "method": "wB97M-V/def2-TZVPD", "elements": ["O", "C", "N", "C", "C", "C", "C", "C", "C", "H", "O", "C", "O", "H", "H", "H", "H", "H", "C", "O", "C", "C", "C", "C", "C", "C", "Cl", "H", "H", "H", "H", "H", "H"], "coordinates": [[-0.175368, -2.523764, -1.027607], [-0.285165, -1.781532, -0.191744], [0.608850, -0.841390, 0.365883], [1.843131, -0.719170, 0.047783], [2.466485, -1.536241, -1.103480], [3.720010, -1.183482, -1.197776], [4.332635, -0.276944, -0.327376], [3.745763, 0.547667, 0.414273], [2.400725, 0.305732, 0.747231], [1.998745, 0.760861, 1.633919], [4.572278, 1.609266, 1.144022], [5.752939, 1.361060, 0.337064], [5.739608, 0.112850, -0.687579], [6.660780, 1.036505, 1.185190], [6.133697, 2.213585, -0.136880], [4.210731, -1.649514, -1.917505], [1.936173, -2.257424, -1.468601], [0.034908, -0.439435, 1.241390], [-1.710349, -1.590487, 0.427710], [-2.068832, -0.399644, 1.241568], [-2.674688, 0.516959, 0.249594], [-2.006143, 1.727727, 0.108612], [-2.475025, 2.758603, -0.733438], [-3.862017, 2.605228, -0.988494], [-4.555135, 1.631047, -1.020134], [-3.890461, 0.474738, -0.036047], [-4.935517, -1.070465, 0.483245], [-5.556670, 1.546611, -1.082776], [-4.334416, 3.302484, -1.635450], [-1.844465, 3.459944, -1.009817], [-0.839337, 1.806455, 0.193229], [-1.881182, -2.482570, 1.153197], [-2.549599, -1.893748, -0.230945]], "forces_ev_per_angstrom": [[1.7605, -5.8602, -6.2613], [-2.6798, 7.3590, 6.5707], [-9.4388, -2.8200, 2.6063], [3.2605, 0.1131, -2.1937], [-0.7724, 6.3099, 6.8142], [0.4274, 0.7970, 1.7604], [6.5822, -1.9888, -6.4993], [-2.8496, 4.9061, 6.8298], [2.8965, 0.3838, -0.3224], [-0.5714, 0.1828, -0.1345], [-0.7384, -3.7256, -4.5429], [4.2293, -3.3027, 3.4045], [-3.2958, 2.6207, 3.7449], [-2.5079, 0.7671, -2.4956], [-0.0773, 1.1490, -1.1804], [3.0522, -1.7476, -2.9625], [-2.6745, -3.9047, -2.7172], [2.4791, -0.4506, -2.4863], [-1.4447, -2.3977, 2.7034], [0.0649, -0.3204, -3.6991], [5.8107, -0.4627, 5.7848], [4.3399, 3.1281, -3.7158], [-2.6534, -6.1954, 4.5704], [6.3121, 10.7461, -3.7723], [-1.9454, -13.4763, 6.2698], [-9.5281, -1.1461, -4.1562], [1.4196, 2.4855, -0.9089], [-3.0958, -0.2899, -1.0096], [-0.1067, 1.8992, -0.2180], [2.3362, 3.6674, -1.3013], [-2.2890, -0.6197, 0.6140], [0.8342, 1.3403, -0.6771], [0.8638, 0.8534, -0.4190]], "lowdin_charge": [0.18, -0.48, 0.10, -0.23, 0.09, -0.01, -0.20, -0.18, 0.05, 0.13, -0.02, -0.10, -0.05, 0.18, 0.09, 0.09, 0.04, 0.21, -0.11, -0.11, -0.37, 0.01, 0.02, -0.18, -0.02, -0.32, 0.54, 0.08, 0.12, 0.06, 0.15, 0.16, 0.09], "lumo_energy_ev": 0.192, "smiles": "O=C(COc1ccccc1Cl)Nc1ccc2c(c1)OCO2", "total_energy_ha": -1394.329248}